C50H58BrClF6O2 | ωB97M-V with the def2-TZVPD basis set

2S+1: 1
gap between HOMO and LUMO: 0.3547 Ha
E_LUMO: 0.5 eV
SMILES string: CC[C@@H](Cl)COC[C@@H](OCCC(C)C)[C@H](Br)CC.Fc1ccccc1.Fc1ccccc1.Fc1ccccc1.Fc1ccccc1.Fc1ccccc1.Fc1ccccc1

Atoms and positions in Å:
C  1.6827  -1.5765  1.1004
C  0.9835  -3.0536  0.8803
C  -0.5638  -2.9458  0.2555
Cl  -1.5257  -4.3078  1.1465
C  -1.2030  -1.4815  0.6328
O  -2.6768  -1.3909  0.3748
C  -3.1316  -0.3357  1.2935
C  -4.4366  0.5302  0.7154
O  -5.7278  -0.0892  1.0632
C  -6.7148  0.0354  -0.0248
C  -8.0900  -0.8804  0.2334
C  -8.9682  -0.0466  1.3592
C  -8.7491  -0.7399  2.8647
C  -10.5782  0.0110  1.0536
C  -4.2539  2.0528  1.3792
Br  -3.9273  1.9180  3.3873
C  -5.5133  3.0555  1.0691
C  -5.1186  4.6070  1.4969
H  1.2019  -0.9587  2.0010
H  1.5102  -0.9793  0.0889
H  2.8386  -1.6336  1.3412
H  1.6796  -3.7597  0.2172
H  0.9662  -3.5760  1.9535
H  -0.5737  -3.1114  -0.9210
H  -0.7176  -0.5813  0.0369
H  -1.0641  -1.3530  1.8113
H  -2.2470  0.4532  1.4036
H  -3.3076  -0.7760  2.3633
H  -4.2635  0.6587  -0.4521
H  -7.1264  1.1459  -0.1691
H  -6.2494  -0.2483  -1.0858
H  -8.7205  -0.9156  -0.7682
H  -7.7682  -1.9510  0.6063
H  -8.6047  1.0754  1.4746
H  -7.7429  -0.3224  3.3011
H  -9.6810  -0.3670  3.5099
H  -8.7837  -1.9037  2.7472
H  -10.7997  0.0504  -0.0957
H  -11.1232  -0.8691  1.6123
H  -11.0169  1.0114  1.5256
H  -3.2461  2.5052  0.9296
H  -6.4825  2.7359  1.6827
H  -5.8466  3.0371  -0.0748
H  -5.5098  5.3886  0.6878
H  -3.9535  4.6469  1.6291
H  -5.5863  4.9358  2.5250
F  4.0568  -1.7525  -0.5112
C  4.7613  -2.8918  -0.5312
C  6.0478  -2.9100  -0.0038
C  6.7798  -4.0972  -0.0198
C  6.2204  -5.2515  -0.5734
C  4.9302  -5.2218  -1.1048
C  4.1944  -4.0373  -1.0786
H  6.4689  -2.0016  0.4145
H  7.7835  -4.1239  0.3971
H  6.7934  -6.1762  -0.5897
H  4.4985  -6.1204  -1.5390
H  3.1869  -3.9987  -1.4792
F  1.7832  -4.3563  -2.8556
C  1.6807  -3.4183  -3.8066
C  2.2705  -3.6345  -5.0472
C  2.1596  -2.6604  -6.0393
C  1.4688  -1.4750  -5.7758
C  0.8846  -1.2652  -4.5257
C  0.9861  -2.2442  -3.5376
H  2.8102  -4.5577  -5.2309
H  2.6104  -2.8231  -7.0151
H  1.3863  -0.7136  -6.5485
H  0.3509  -0.3401  -4.3216
H  0.5305  -2.1015  -2.5634
F  0.7834  4.9813  2.5296
C  -0.0138  5.1181  3.5975
C  0.3072  6.0529  4.5756
C  -0.5253  6.1993  5.6851
C  -1.6649  5.4008  5.8095
C  -1.9758  4.4618  4.8249
C  -1.1492  4.3235  3.7101
H  1.2009  6.6585  4.4661
H  -0.2874  6.9328  6.4516
H  -2.3115  5.5122  6.6773
H  -2.8610  3.8385  4.9259
H  -1.3807  3.6048  2.9310
F  3.1114  -2.5659  -8.8799
C  2.3501  -2.1624  -9.9057
C  1.5081  -1.0677  -9.7437
C  0.7191  -0.6440  -10.8131
C  0.7729  -1.3274  -12.0304
C  1.6174  -2.4283  -12.1815
C  2.4145  -2.8447  -11.1155
H  1.4734  -0.5544  -8.7883
H  0.0633  0.2155  -10.6991
H  0.1540  -0.9994  -12.8628
H  1.6545  -2.9611  -13.1286
H  3.0832  -3.6928  -11.2183
F  9.1834  -8.0412  0.9237
C  8.3862  -7.9044  1.9916
C  8.7072  -6.9696  2.9697
C  7.8747  -6.8232  4.0793
C  6.7351  -7.6218  4.2037
C  6.4242  -8.5608  3.2190
C  7.2508  -8.6991  2.1043
H  9.6009  -6.3640  2.8602
H  8.1126  -6.0898  4.8457
H  6.0885  -7.5104  5.0714
H  5.5390  -9.1840  3.3200
H  7.0193  -9.4177  1.3251
F  2.3832  8.9101  6.2494
C  2.2807  9.8480  5.2985
C  2.8705  9.6319  4.0578
C  2.7596  10.6060  3.0657
C  2.0688  11.7914  3.3292
C  1.4846  12.0011  4.5793
C  1.5861  11.0221  5.5674
H  3.4102  8.7086  3.8741
H  3.2104  10.4433  2.0899
H  1.9863  12.5528  2.5566
H  0.9509  12.9263  4.7835
H  1.1305  11.1649  6.5416

Force components x, y, z for each atom (eV/Å):
C -0.16 0.37 -0.29
C 0.60 -0.07 0.86
C 0.98 0.92 0.12
Cl 0.65 1.39 -1.21
C -0.47 -0.53 0.77
O 1.57 1.12 1.40
C -0.13 0.91 0.00
C 1.46 0.35 0.70
O 0.60 0.99 -2.11
C -1.31 0.03 -1.73
C 0.72 1.55 0.54
C -0.31 -0.57 1.09
C -0.79 1.13 -0.86
C 0.14 0.61 0.53
C -0.46 -0.12 -1.90
Br -0.51 0.08 -1.44
C -0.52 0.57 0.54
C -0.12 0.00 0.02
H 0.83 -1.49 -2.07
H 0.71 -1.01 2.25
H -2.61 -0.10 -0.65
H -1.71 1.71 1.25
H -0.32 1.09 -2.45
H -0.18 0.03 2.72
H -0.65 -2.02 1.27
H -0.04 -0.21 -2.59
H -1.91 -1.42 -0.25
H 0.03 0.77 -2.04
H -0.62 -0.35 2.33
H 1.10 -2.20 0.56
H -0.66 0.35 2.36
H 1.56 -0.05 1.98
H -0.84 2.16 -0.82
H -0.53 -2.37 -0.57
H -1.97 -1.19 -0.69
H 2.21 -0.93 -1.11
H 0.20 2.25 0.43
H 0.31 -0.29 2.21
H 1.01 1.56 -1.46
H 0.93 -2.12 -0.99
H -2.25 -0.93 1.07
H 2.25 0.43 -1.28
H 1.13 -0.16 2.39
H 1.07 -1.77 1.71
H -2.23 0.24 -0.43
H 0.90 -0.87 -2.02
F 0.05 0.23 -0.22
C 0.70 -1.07 -0.04
C -0.03 0.08 0.03
C -0.41 -0.12 -0.21
C 0.03 0.04 0.02
C 0.27 0.31 0.21
C -0.09 0.15 0.05
H -0.07 -0.07 -0.04
H -0.18 0.04 -0.07
H -0.10 0.17 0.01
H 0.03 0.18 0.08
H 0.34 0.03 0.13
F -0.24 -0.34 0.12
C -0.10 0.93 -0.99
C -0.04 -0.02 0.13
C -0.16 0.10 0.33
C 0.02 -0.12 0.10
C 0.20 -0.28 -0.19
C 0.04 -0.08 0.06
H -0.07 0.08 0.05
H -0.18 0.00 0.52
H 0.01 -0.13 0.19
H 0.08 -0.19 0.00
H 0.08 -0.01 -0.07
F 0.17 -0.03 -0.23
C -0.71 0.13 0.94
C 0.06 0.02 -0.06
C -0.20 -0.33 -0.24
C 0.10 0.05 -0.05
C 0.29 0.31 0.13
C 0.06 0.03 -0.05
H -0.08 -0.06 -0.02
H 0.02 -0.12 -0.16
H 0.12 -0.03 -0.17
H 0.25 0.20 -0.07
H 0.03 0.03 0.08
F 0.33 -0.06 -0.10
C -0.75 0.40 -1.04
C 0.06 -0.03 0.06
C 0.23 -0.38 -0.17
C 0.01 0.02 0.07
C -0.08 0.27 0.33
C 0.05 -0.04 0.09
H 0.04 -0.06 -0.12
H 0.13 -0.17 0.02
H 0.12 -0.07 0.16
H 0.03 0.09 0.20
H -0.06 0.08 0.06
F 0.13 -0.01 -0.20
C -0.67 0.11 0.89
C 0.04 0.02 -0.05
C -0.21 -0.35 -0.26
C 0.06 0.03 -0.02
C 0.31 0.29 0.05
C 0.05 -0.01 -0.06
H -0.08 -0.08 -0.03
H -0.01 -0.14 -0.16
H 0.12 -0.02 -0.18
H 0.17 0.12 -0.06
H 0.07 0.07 0.06
F 0.00 -0.20 0.17
C -0.09 0.80 -0.80
C 0.00 -0.06 0.04
C -0.23 0.19 0.38
C 0.03 -0.06 0.00
C 0.22 -0.33 -0.17
C 0.01 -0.05 0.06
H -0.06 0.07 0.05
H -0.06 0.00 0.20
H 0.01 -0.15 0.16
H 0.08 -0.20 -0.01
H 0.07 -0.05 -0.08

Atom charges from the Löwdin analysis, given in e for atoms 1 to 2:
1. C -0.1489
2. C -0.2523